The following is a DFT calculation (ωB97M-V/def2-TZVPD) of C12H33NO5 as an isolated structure.

Output
Lowest unoccupied orbital energy   0.0298 Ha
Spin multiplicity   1
Kohn-Sham gap   8.906 eV
Total charge   0

XYZ file:
```
51
C12H33NO5 | OMol25 | ωB97M-V/def2-TZVPD
C -3.630 -0.160 1.237
C -2.366 0.580 1.579
O -1.236 0.126 0.746
H -3.556 -1.244 1.148
H -4.071 0.207 0.310
H -4.479 -0.084 1.916
H -2.161 0.395 2.633
H -2.522 1.652 1.451
H -0.380 0.379 1.098
C 0.222 -1.766 1.902
C 1.044 -0.498 2.190
O 0.596 0.451 1.266
H 0.421 -2.228 0.936
H -0.839 -1.516 1.889
H 0.526 -2.419 2.721
H 2.095 -0.558 1.909
H 0.931 -0.030 3.169
H 1.177 0.541 0.506
C -5.852 0.797 -0.724
C -6.034 1.883 0.335
O -5.991 1.386 1.672
H -5.892 1.303 -1.688
H -6.799 0.258 -0.697
H -5.077 0.054 -0.534
H -6.928 2.442 0.057
H -5.179 2.527 0.129
H -5.621 2.073 2.230
C -0.566 1.779 -0.768
O 0.575 1.034 -0.455
C 0.691 -0.019 -1.413
C 2.103 -0.534 -1.571
N 2.629 -1.094 -0.321
C 3.811 -1.928 -0.713
C 5.153 -1.207 -0.665
O 5.249 -0.309 -1.728
C 6.603 -0.179 -2.227
H -1.470 1.177 -0.673
H -0.620 2.144 -1.793
H -0.526 2.641 -0.101
H 0.379 0.304 -2.406
H -0.043 -0.787 -1.170
H 2.745 0.274 -1.920
H 2.061 -1.355 -2.286
H 2.830 -0.260 0.213
H 3.676 -2.435 -1.669
H 3.898 -2.686 0.066
H 5.969 -1.924 -0.751
H 5.601 -0.646 0.156
H 6.899 -1.174 -2.560
H 7.313 0.207 -1.495
H 6.640 0.425 -3.134
```

Löwdin population analysis, charges in e, atoms 1 to 6:
1. C -0.100
2. C -0.234
3. O -0.195
4. H 0.087
5. H 0.010
6. H 0.069

---

The following is a DFT calculation (ωB97M-V/def2-TZVPD) of C12H34AgN4O8 as an isolated structure.

Output
<S²>   0.761
Lowest unoccupied orbital energy (spin up / spin down)   -0.0870 / -0.0877 Ha
Spin multiplicity   2
Kohn-Sham gap (spin up / spin down)   2.845 / 2.825 eV
Total charge   0

XYZ file:
```
59
C12H34AgN4O8 | OMol25 | ωB97M-V/def2-TZVPD
Ag 0.315 0.436 0.067
C 2.799 2.678 4.549
C 3.946 2.603 3.465
C 5.015 1.700 4.112
O 3.495 2.335 2.157
H 3.093 2.602 5.596
H 2.132 1.823 4.440
H 2.121 3.531 4.537
H 4.176 3.666 3.400
H 4.797 0.651 3.912
H 5.128 2.030 5.145
H 5.969 1.951 3.648
C -3.730 -3.695 4.484
C -3.305 -2.232 4.366
C -3.278 -1.445 5.652
O -2.108 -2.035 3.655
H -4.576 -3.954 5.121
H -2.861 -4.229 4.868
H -3.755 -4.008 3.441
H -4.019 -1.793 3.669
H -3.333 -0.365 5.518
H -2.396 -1.730 6.225
H -4.072 -1.846 6.282
C 3.702 -4.088 -1.265
C 3.848 -5.290 -2.162
O 4.763 -4.882 -3.153
O 2.770 -3.104 -1.960
H 4.639 -3.579 -1.041
H 3.189 -4.215 -0.311
H 2.905 -5.633 -2.588
H 4.265 -6.160 -1.655
H 5.119 -5.708 -3.488
H 2.567 -3.401 -2.850
C 2.157 3.210 -4.954
C 2.558 2.726 -6.256
O 1.706 3.153 -7.331
O 0.965 2.492 -4.499
H 1.875 4.258 -5.057
H 2.909 2.986 -4.197
H 2.597 1.638 -6.318
H 3.566 3.108 -6.415
H 2.225 3.291 -8.126
H 0.396 2.468 -5.272
C -3.866 -2.650 -2.918
O -3.176 -1.799 -2.368
N -4.485 -2.370 -4.009
N -4.038 -3.794 -2.275
H -4.838 -3.087 -4.626
H -4.500 -1.436 -4.394
H -3.616 -3.880 -1.362
H -4.267 -4.651 -2.757
C -3.586 4.853 0.609
O -2.671 4.020 0.525
N -4.005 5.170 1.751
N -4.304 5.480 -0.367
H -4.183 6.159 1.655
H -3.374 4.973 2.514
H -4.265 5.018 -1.264
H -5.101 6.050 -0.122
```

Löwdin population analysis, charges in e, atoms 1 to 6:
1. Ag 0.659
2. C -0.066
3. C -0.484
4. C -0.060
5. O 0.010
6. H 0.069

---

For each record above, in turn, the calculated F_max values are 16.14, 7.61 eV Å⁻¹.